{
  "formula": "C46H108N16O10P4",
  "method": "ωB97M-V with the def2-TZVPD basis set",
  "elements": ["C", "C", "O", "C", "O", "O", "H", "H", "H", "H", "C", "C", "O", "C", "O", "O", "H", "H", "H", "H", "C", "C", "C", "C", "N", "H", "H", "H", "H", "H", "H", "H", "C", "C", "C", "C", "N", "H", "H", "H", "H", "H", "H", "H", "C", "C", "C", "C", "N", "H", "H", "H", "H", "H", "H", "H", "C", "C", "C", "C", "N", "H", "H", "H", "H", "H", "H", "H", "O", "P", "N", "C", "C", "N", "C", "C", "N", "C", "C", "H", "H", "H", "H", "H", "H", "H", "H", "H", "H", "H", "H", "H", "H", "H", "H", "H", "H", "O", "P", "N", "C", "C", "N", "C", "C", "N", "C", "C", "H", "H", "H", "H", "H", "H", "H", "H", "H", "H", "H", "H", "H", "H", "H", "H", "H", "H", "O", "P", "N", "C", "C", "N", "C", "C", "N", "C", "C", "H", "H", "H", "H", "H", "H", "H", "H", "H", "H", "H", "H", "H", "H", "H", "H", "H", "H", "O", "P", "N", "C", "C", "N", "C", "C", "N", "C", "C", "H", "H", "H", "H", "H", "H", "H", "H", "H", "H", "H", "H", "H", "H", "H", "H", "H", "H"],
  "positions_angstrom": [[1.335990, -1.315979, 2.808422], [1.232349, -2.754704, 2.519146], [2.495512, -3.228771, 2.974397], [2.985758, -2.406470, 3.896957], [3.996436, -2.642460, 4.533028], [2.168483, -1.364887, 3.935248], [0.286702, -1.053716, 2.943773], [1.699142, -0.714303, 1.975224], [1.208817, -2.869750, 1.435501], [0.412014, -3.196188, 3.085049], [1.917679, -0.211028, -4.358174], [1.919561, 1.339856, -4.308987], [0.529672, 1.664142, -3.985428], [-0.182962, 0.609955, -4.350958], [-1.390331, 0.666566, -4.315967], [0.572804, -0.454201, -4.623523], [2.320906, -0.755323, -3.504208], [2.413759, -0.563178, -5.262602], [2.008183, 1.523662, -5.379714], [2.709910, 1.779798, -3.700790], [-4.962967, 1.821649, 3.854799], [-4.704497, 0.299152, 3.603241], [-5.620598, -0.291649, 2.577213], [-5.675439, 0.362952, 1.234931], [-5.737657, 0.953968, 0.215466], [-6.027758, 1.943097, 4.053678], [-4.756310, 2.313705, 2.904391], [-4.334360, 2.293866, 4.609761], [-4.710175, -0.328200, 4.494591], [-3.682470, 0.192702, 3.239597], [-6.629867, -0.321516, 2.987793], [-5.250444, -1.295340, 2.368169], [-5.009025, -1.166264, -4.113018], [-4.863711, -1.937538, -2.726779], [-6.206086, -2.055824, -1.932974], [-7.201667, -2.984706, -2.407086], [-8.011165, -3.692452, -2.791103], [-5.395720, -0.155292, -3.984546], [-5.633033, -1.739294, -4.798849], [-4.015972, -1.016915, -4.536840], [-4.076010, -1.378382, -2.221860], [-4.306740, -2.862871, -2.873929], [-6.674520, -1.078974, -1.812840], [-6.034102, -2.397110, -0.912168], [-1.553634, 1.612856, 1.241569], [-2.254431, 0.729763, 0.121438], [-1.406031, 0.359917, -1.048063], [-0.240907, -0.513429, -0.764158], [0.615928, -1.252377, -0.547763], [-0.663701, 1.113670, 1.624870], [-2.145414, 1.664182, 2.155497], [-1.235714, 2.622761, 0.982525], [-3.060695, 1.332822, -0.296105], [-2.602352, -0.211798, 0.546309], [-1.057581, 1.298764, -1.478469], [-2.086951, -0.159267, -1.722514], [-4.909514, 4.430269, -0.225812], [-3.791663, 4.571494, 0.921910], [-2.473758, 5.176229, 0.454016], [-1.912332, 4.520425, -0.718310], [-1.402591, 3.936885, -1.587479], [-4.565325, 3.938537, -1.135674], [-5.372506, 5.352976, -0.575587], [-5.769474, 3.963803, 0.254780], [-3.511503, 3.594575, 1.315938], [-4.158497, 5.057421, 1.826009], [-1.789762, 5.052785, 1.293664], [-2.558343, 6.255364, 0.325917], [4.384086, 2.353287, -1.834399], [4.457080, 3.011991, -0.473593], [4.814845, 4.719083, -0.483032], [5.463819, 5.340138, -1.575418], [4.874502, 5.553410, 0.715936], [5.603061, 2.454793, 0.698162], [7.044822, 2.473128, 0.319082], [5.409077, 2.683015, 2.207393], [2.964083, 2.828275, 0.299259], [2.569686, 1.545069, 0.842888], [1.814250, 3.714883, 0.051232], [4.875486, 5.267477, -2.490123], [6.413353, 4.843282, -1.774460], [5.665809, 6.410629, -1.538563], [4.827360, 6.596020, 0.401548], [5.820264, 5.464613, 1.250487], [3.997877, 5.343940, 1.328921], [7.405393, 3.500135, 0.377004], [7.624794, 1.905702, 1.046932], [7.135580, 2.099465, -0.700833], [4.423981, 3.101706, 2.413271], [5.432497, 1.726865, 2.730206], [6.177429, 3.222194, 2.761473], [1.795342, 1.659620, 1.601428], [2.219154, 0.911397, 0.028220], [3.352679, 1.016619, 1.386727], [1.086771, 3.762210, 0.861564], [1.283678, 3.403165, -0.848451], [2.123866, 4.745890, -0.119852], [5.151436, -3.159081, -4.028746], [4.988440, -4.437128, -3.317741], [6.029665, -4.820493, -2.015579], [5.905609, -6.066052, -1.234696], [7.404504, -4.170454, -1.865802], [5.002695, -5.872045, -4.278860], [4.957323, -5.597310, -5.714686], [4.292824, -7.113882, -3.919617], [3.561669, -4.470084, -2.453770], [2.338670, -4.583931, -3.222120], [3.338219, -3.715776, -1.203870], [6.544213, -5.938152, -0.360673], [6.106372, -6.998883, -1.761598], [4.864598, -6.156883, -0.924626], [8.171291, -4.880492, -2.175615], [7.578064, -4.006449, -0.802282], [7.423994, -3.178334, -2.316804], [5.254661, -6.436452, -6.343606], [3.971196, -5.324875, -6.090786], [5.587059, -4.744488, -5.968115], [3.375257, -7.267685, -4.487537], [4.964844, -7.947066, -4.125263], [4.034798, -7.106296, -2.860625], [2.281862, -5.495640, -3.816803], [1.456597, -4.637823, -2.584048], [2.232164, -3.761623, -3.929636], [4.224500, -3.725893, -0.569446], [2.541352, -4.132313, -0.587757], [3.023792, -2.701320, -1.449042], [-2.728555, 6.670057, 3.704237], [-1.325943, 6.608890, 4.244234], [-0.148590, 7.217700, 3.154067], [1.285521, 6.842180, 3.319630], [-0.510150, 8.245475, 2.230497], [-0.818508, 5.122656, 4.898850], [-1.527978, 4.622220, 6.076678], [-0.408850, 4.103748, 3.916534], [-1.075728, 7.732878, 5.543026], [0.111895, 7.838908, 6.435175], [-1.802405, 9.042686, 5.465402], [1.727652, 6.644703, 2.343096], [1.360128, 5.987027, 3.991377], [1.770293, 7.713322, 3.760324], [-1.247609, 7.902417, 1.504843], [0.342304, 8.605939, 1.654747], [-0.882161, 9.056200, 2.856934], [-2.535385, 4.357158, 5.755781], [-0.865533, 3.941287, 6.611101], [-1.503126, 5.402802, 6.837059], [-1.321336, 3.819953, 3.392203], [0.190247, 4.465755, 3.080990], [0.087854, 3.229961, 4.338287], [0.921796, 8.303324, 5.872605], [-0.062332, 8.558530, 7.235103], [0.406071, 6.888038, 6.879462], [-2.679910, 9.103834, 4.821703], [-1.138434, 9.882291, 5.259733], [-2.086024, 9.191335, 6.507310], [-3.817394, -7.235231, 0.484483], [-3.422524, -6.581714, -0.845060], [-4.781739, -6.418878, -1.965774], [-4.623712, -5.550356, -3.180716], [-5.683440, -7.592708, -2.176351], [-2.344767, -7.527156, -1.771998], [-2.246429, -8.971767, -1.601593], [-1.579838, -6.932303, -2.868958], [-2.730076, -4.946234, -0.672013], [-3.625775, -3.932963, -0.184352], [-1.249222, -4.893918, -0.243458], [-5.528568, -5.056279, -3.534586], [-4.296113, -6.136366, -4.039411], [-3.812159, -4.857284, -2.959050], [-5.109632, -8.252691, -2.826946], [-6.590786, -7.265329, -2.683927], [-5.913141, -8.147980, -1.266950], [-2.546530, -9.267702, -0.596380], [-2.969751, -9.475570, -2.242745], [-1.209277, -9.185501, -1.859906], [-0.515591, -7.104831, -2.708639], [-1.785415, -7.377886, -3.842247], [-1.572476, -5.843638, -2.922457], [-3.198020, -2.975925, 0.114315], [-4.441000, -3.865169, -0.904702], [-4.146279, -4.422615, 0.638701], [-0.621658, -5.636643, -0.736013], [-1.159956, -4.936897, 0.842031], [-0.895570, -3.901246, -0.522089]],
  "forces_ev_per_a": [[-1.32, -0.19, -0.77], [0.66, -0.50, -1.39], [0.40, -1.85, -0.52], [1.21, -1.16, 0.17], [-1.78, 0.98, -0.71], [0.50, 2.70, 1.93], [0.14, 1.01, 1.02], [0.57, -0.03, 0.27], [-0.47, -0.63, 0.15], [0.10, -0.37, -0.21], [1.16, 0.72, -0.35], [-0.08, -1.28, -1.02], [2.29, 0.24, 0.21], [-2.33, 0.51, 1.15], [0.89, -0.89, -0.62], [-1.78, -0.90, -0.02], [-0.43, 0.09, 0.26], [0.56, 0.08, 0.28], [0.37, 1.07, 0.12], [-0.57, 0.28, 0.19], [-0.17, -1.27, -0.68], [1.22, 1.61, 0.32], [-0.39, -0.29, -1.01], [-0.09, 2.02, -1.81], [0.15, -1.95, 2.83], [0.01, 0.33, 0.30], [-0.04, 0.24, -0.02], [-0.10, -0.29, 0.14], [-0.37, 0.15, 0.12], [0.25, -0.02, -0.04], [-0.18, -0.21, -0.27], [-0.30, -0.38, 0.10], [0.21, -0.86, 1.13], [0.01, 1.10, -1.46], [1.30, 0.33, 0.59], [0.33, 0.33, -0.66], [-0.61, -0.65, -0.25], [-0.31, -0.13, 0.19], [-0.02, 0.16, -0.11], [0.03, -0.26, -0.11], [-0.61, 0.38, 0.84], [-0.78, -0.34, -0.20], [0.07, 0.12, -0.18], [0.36, 0.15, 0.19], [-0.02, -1.32, -0.17], [0.56, 1.41, 1.85], [0.82, 0.17, -0.37], [-0.58, 0.01, 0.03], [-0.08, 0.23, -0.06], [0.29, -0.21, -0.22], [-0.47, 0.12, -0.15], [-0.25, -0.07, -0.50], [-0.34, -0.35, 0.17], [-0.48, 0.25, 0.42], [0.18, -0.19, -0.55], [0.46, -0.01, -0.49], [0.41, 0.51, 1.63], [-1.03, -0.63, -1.39], [-0.31, 0.57, 0.77], [1.02, -0.94, -1.28], [-0.90, 0.98, 1.29], [0.03, -0.47, 0.38], [0.60, 0.63, 0.22], [0.17, -0.73, -0.35], [-0.35, -0.44, -0.40], [-0.04, 0.57, -0.32], [0.40, 0.02, -0.08], [0.01, 0.01, -0.39], [1.31, 1.28, 1.83], [-0.53, 0.53, 0.47], [-1.33, -0.47, 0.58], [0.60, -0.57, -2.39], [-0.41, -0.52, -0.25], [-0.19, 0.00, 0.97], [-1.41, 0.39, 0.13], [-0.58, -1.02, -1.10], [0.70, 1.42, 1.16], [0.13, -0.51, -0.10], [0.55, 0.16, -0.88], [-0.07, -0.35, -0.20], [0.35, 0.17, -0.29], [-0.16, -0.01, 0.91], [-0.25, 0.00, -0.01], [0.00, -0.29, 0.39], [0.28, 0.00, 0.42], [0.25, 0.22, -0.19], [-0.11, -0.33, -0.25], [0.26, -0.11, 0.14], [0.16, 0.17, -0.15], [-0.15, -0.41, -0.28], [0.24, 0.71, -0.82], [-0.28, 0.26, -0.19], [-0.23, -0.34, 0.16], [0.41, 0.16, -0.33], [0.25, -0.45, 0.33], [-0.24, -0.06, -0.08], [0.29, -0.03, -0.06], [1.03, -0.40, -0.44], [-0.22, -1.64, 2.48], [1.51, 1.22, -0.61], [-0.72, 0.98, -0.38], [-1.78, -0.84, 0.32], [-0.72, 1.10, -0.51], [0.05, 0.40, -0.50], [0.60, 0.53, 0.32], [-0.83, -1.00, 0.68], [-0.27, -0.18, -0.62], [0.47, 0.11, -0.34], [-0.08, -0.32, 0.00], [0.59, 0.06, -0.24], [-0.02, 0.05, 0.32], [0.20, 0.34, -0.51], [-0.16, -0.01, 0.18], [0.09, -0.38, -0.45], [0.33, -0.30, 0.39], [-0.47, 0.01, 0.21], [0.13, -0.13, 0.15], [-0.09, 0.16, -0.17], [-0.06, -0.17, 0.05], [0.03, -0.05, -0.10], [0.32, -0.13, -0.05], [0.13, 0.28, 0.21], [-0.27, 0.30, 0.01], [0.10, 0.21, -0.29], [-0.16, -0.41, -0.31], [0.18, 0.25, 0.21], [1.72, 0.12, 0.42], [0.45, 1.58, 0.89], [0.47, -3.47, 0.48], [-1.37, 1.02, -0.01], [-0.25, 0.32, 0.17], [1.49, 1.51, -1.05], [0.91, 1.15, -0.02], [-1.23, 0.13, -0.63], [-1.22, -0.21, 0.01], [-0.67, 0.13, -1.25], [0.62, -0.84, 1.27], [0.09, -0.23, 0.02], [0.18, 0.16, -0.15], [0.53, -0.12, 0.09], [-0.24, 0.18, 0.11], [0.21, -0.12, 0.20], [-0.35, 0.58, -0.66], [-0.01, -0.65, 0.77], [-0.54, -1.05, -0.63], [-0.78, 0.51, -0.26], [-0.19, -0.87, 0.02], [0.40, 0.48, 0.41], [-0.16, 0.17, 0.31], [0.51, -0.29, -0.03], [-0.52, -0.16, 0.16], [0.00, -0.01, -0.28], [0.23, -0.56, -0.02], [0.31, 0.00, -0.46], [-0.60, 0.41, 0.00], [0.72, 1.02, -3.06], [-1.11, 0.04, 0.65], [0.05, 1.25, 1.05], [0.65, -1.22, 0.87], [1.53, 0.74, -0.08], [-0.17, 1.86, 0.90], [-0.31, 0.86, -0.04], [0.73, -0.39, 0.32], [2.25, -3.13, -1.61], [-1.50, -1.44, 0.55], [-1.94, 0.78, -0.13], [-0.20, 0.13, 0.66], [0.22, -0.36, -0.17], [-0.28, 0.20, -0.13], [-0.35, -0.51, -0.36], [0.01, 0.02, 0.13], [0.05, 0.41, 0.13], [0.49, 0.20, 0.15], [0.26, -0.25, -0.48], [-0.10, -0.76, 0.21], [0.37, -0.46, 0.15], [-0.43, 0.11, -0.11], [-0.89, -0.06, 0.09], [0.24, -0.21, -0.26], [0.21, 0.68, -0.23], [-0.09, 0.75, 0.89], [-0.38, -0.12, 0.08], [0.02, -0.38, 0.08], [0.08, 0.04, -0.18]],
  "mulliken_charge": [0.295, -0.096, -0.249, 0.401, -0.613, -0.102, 0.374, -0.577, -0.163, 0.333, -0.099, -0.218, -0.292, 0.680, -0.588, -0.324, 0.123, 0.266, 0.292, 0.169, -0.493, -1.318, -0.354, 0.162, -0.532, 0.546, -0.225, 0.187, 0.840, 0.042, 0.628, 0.157, -1.482, 1.592, 0.091, -0.008, -0.561, 0.348, 0.387, 0.385, -0.728, -0.510, 0.545, 0.059, 0.415, -0.004, 0.423, -0.399, 0.108, 0.212, -0.259, -0.402, 0.167, 0.479, -0.301, -0.165, -1.460, 0.178, 1.063, -0.314, -0.479, 0.326, 0.383, 0.401, -0.691, 0.653, -0.706, 0.567, -0.822, 0.099, 0.462, -1.156, -0.961, 0.199, -1.020, -1.167, 0.922, -1.412, -0.632, 0.299, 0.339, 0.369, 0.505, 0.186, 0.162, 0.302, 0.397, 0.261, 0.307, 0.391, 0.404, 0.181, 0.420, 0.442, -0.295, 0.265, 0.452, -0.825, 0.337, 0.306, -0.979, -1.085, 0.163, -1.029, -1.169, 0.577, -0.971, -1.100, 0.361, 0.204, 0.336, 0.336, 0.378, 0.318, 0.358, 0.321, 0.317, 0.424, 0.305, 0.386, 0.067, 0.357, 0.335, 0.378, 0.341, 0.207, -0.913, 0.499, 0.482, -1.418, -0.822, 0.522, -1.496, -0.592, 0.425, -1.111, -1.303, 0.493, 0.426, 0.373, 0.069, 0.417, 0.243, 0.287, 0.528, 0.338, 0.128, -0.345, 0.464, 0.249, 0.411, 0.284, 0.292, 0.379, 0.466, -0.823, 0.336, 0.248, -0.978, -1.061, 0.395, -1.004, -1.342, 0.626, -1.369, -1.054, 0.329, 0.393, 0.159, 0.344, 0.329, 0.277, 0.294, 0.288, 0.316, 0.578, 0.341, 0.270, 0.564, -0.051, 0.414, 0.374, 0.336, 0.276],
  "charge": -1,
  "total_energy_ev": -130925.6956,
  "spin_multiplicity": 2,
  "homo_energy_ha": [0.005, -0.241],
  "gap_ev": [1.775, 8.447],
  "lumo_ev": [1.90, 1.88]
}